(a)
ORCA calculation (ωB97M-V/def2-TZVPD) on a molecular structure, C5H11N2.

Values from the calculation:
HOMO energy (alpha / beta)	-0.4556 / -0.4556	Eh
charge	+1

Last column: Mulliken charge in e.
CARTESIAN COORDINATES (ANGSTROEM)
1 C -0.97 -1.49 1.46  0.58
2 C 0.16 -1.88 0.95  -0.33
3 C -2.31 -1.47 2.02  -0.98
4 C 2.16 1.31 -1.33  -0.63
5 C -0.09 0.85 -0.95  -1.01
6 N 0.08 -0.53 1.31  -0.50
7 N 0.83 1.75 -0.95  0.04
8 H 0.80 -2.68 0.87  0.38
9 H -2.10 -1.81 3.05  0.29
10 H -3.01 -2.23 1.56  0.31
11 H -2.68 -0.53 1.99  0.37
12 H 1.98 0.33 -1.77  0.22
13 H 2.66 2.09 -2.01  0.28
14 H 2.79 1.05 -0.49  0.31
15 H -0.01 0.02 -1.65  0.39
16 H -0.04 0.08 0.27  0.63
17 H -1.06 1.23 -0.75  0.40
18 H 0.57 2.60 -0.53  0.24

=====

(b)
ORCA calculation (ωB97M-V/def2-TZVPD) on 2 unconnected molecules or ions with the total composition C5H11N2.

Values from the calculation:
HOMO energy	-0.4349	Eh
charge	+1

Last column: Mulliken charge in e.
CARTESIAN COORDINATES (ANGSTROEM)
1 C 2.03 -0.85 -0.64  -0.57
2 C 2.24 0.39 -0.49  -0.07
3 C -1.60 -0.57 -1.45  -1.12
4 C 1.20 -0.03 1.70  -0.93
5 C -1.60 -0.01 -0.10  0.45
6 N -1.80 1.26 0.19  -0.25
7 N 1.12 -0.07 0.27  -0.09
8 H 2.29 -1.80 -0.89  0.39
9 H 2.72 1.32 -0.61  0.44
10 H -2.47 -1.30 -1.57  0.33
11 H -0.72 -1.15 -1.65  0.23
12 H -1.77 0.07 -2.32  0.39
13 H 1.43 0.97 1.96  0.37
14 H 0.16 -0.15 2.08  0.21
15 H 1.84 -0.74 2.24  0.34
16 H -1.37 -0.77 0.75  0.29
17 H -1.57 1.56 1.14  0.29
18 H -2.13 1.87 -0.61  0.30

=====

We find (b) to be the most stable, with the next structure 17.3 kcal/mol higher.

=====

(a)
ORCA calculation (ωB97M-V/def2-TZVPD) on 2 unconnected molecules or ions with the total composition C5H11N2.

Values from the calculation:
HOMO energy	-0.4459	Eh
charge	+1

Last column: Mulliken charge in e.
CARTESIAN COORDINATES (ANGSTROEM)
1 C -2.94 1.51 0.40  -0.94
2 C -2.25 0.49 0.01  0.68
3 C 2.07 -0.34 0.95  -0.73
4 C -1.61 -1.78 -0.46  -0.83
5 C 2.62 1.12 -0.88  -0.02
6 N 1.78 0.40 -0.25  0.12
7 N -1.48 -0.35 -0.42  -0.40
8 H -3.62 2.01 -0.26  0.26
9 H 2.08 -1.41 0.73  0.32
10 H 3.04 -0.05 1.35  0.31
11 H 1.29 -0.16 1.69  0.30
12 H -2.65 -2.11 -0.38  0.38
13 H -1.18 -2.13 -1.39  0.29
14 H -1.05 -2.21 0.37  0.27
15 H 3.64 1.22 -0.52  0.25
16 H 2.34 1.64 -1.78  0.27
17 H -2.90 1.86 1.42  0.25
18 H 0.81 0.30 -0.58  0.22

=====

(b)
ORCA calculation (ωB97M-V/def2-TZVPD) on 2 unconnected molecules or ions with the total composition C5H11N2.

Values from the calculation:
HOMO energy	-0.4846	Eh
charge	+1

Last column: Mulliken charge in e.
CARTESIAN COORDINATES (ANGSTROEM)
1 C -2.80 -1.01 -0.21  -0.42
2 C 1.93 -1.28 -0.40  -1.47
3 C -2.44 0.11 -0.44  -0.49
4 C 1.41 0.11 -0.64  -0.21
5 C 0.46 0.71 0.07  0.41
6 N -0.12 1.95 -0.18  -0.51
7 N -0.19 0.02 1.20  -0.05
8 H -3.11 -2.00 0.00  0.41
9 H 2.54 -1.58 -1.24  0.34
10 H 2.56 -1.31 0.49  0.38
11 H 1.13 -2.01 -0.30  0.42
12 H -2.21 1.09 -0.74  0.59
13 H 1.87 0.66 -1.45  0.32
14 H 0.21 2.38 -1.03  0.23
15 H -0.12 2.60 0.59  0.21
16 H -0.22 0.60 2.04  0.39
17 H 0.31 -0.86 1.39  0.37
18 H -1.19 -0.18 0.86  0.09

=====

(c)
ORCA calculation (ωB97M-V/def2-TZVPD) on a gas-phase ion, C5H11N2 (charge +1).

Values from the calculation:
HOMO energy (alpha / beta)	-0.4404 / -0.4536	Eh
charge	+1

Last column: Mulliken charge in e.
CARTESIAN COORDINATES (ANGSTROEM)
1 C -0.14 -1.89 0.05  0.00
2 C 1.20 -1.27 0.01  -0.40
3 C 1.21 0.04 -0.60  0.07
4 C -1.37 -0.02 -0.59  -0.44
5 C 1.59 1.18 0.33  -1.02
6 N -1.31 -1.31 -0.05  -0.46
7 N -2.11 1.00 0.19  -0.36
8 H -0.05 -2.89 0.34  0.43
9 H 1.65 -1.30 1.10  0.27
10 H 1.82 -2.11 -0.56  0.32
11 H 1.04 0.15 -1.69  0.41
12 H -1.80 -0.14 -1.51  0.24
13 H 2.38 0.85 0.98  0.36
14 H 0.69 1.40 1.00  0.15
15 H 1.82 2.22 -0.10  0.30
16 H -1.71 2.00 -0.05  0.41
17 H -1.77 1.08 1.15  0.35
18 H -3.15 1.02 0.02  0.36

=====

We find (a) to be the most stable, with the next structure 10.3 kcal/mol higher.

=====

(a)
ORCA calculation (ωB97M-V/def2-TZVPD) on a gas-phase ion, C5H11N2 (charge +1).

Values from the calculation:
HOMO energy	-0.4951	Eh
charge	+1

Last column: Mulliken charge in e.
CARTESIAN COORDINATES (ANGSTROEM)
1 C 2.59 0.59 -0.41  -0.05
2 N 1.43 0.18 -0.15  0.18
3 C 1.36 -0.83 0.81  -0.31
4 C 0.09 -1.26 0.99  -0.37
5 C -1.00 -0.18 0.90  -0.73
6 C -1.82 0.05 -0.25  -0.45
7 N -1.13 0.72 -1.30  -0.67
8 H 3.47 0.48 0.29  0.25
9 H 2.64 1.02 -1.42  0.27
10 H 0.67 0.39 -0.79  0.19
11 H 2.23 -1.02 1.40  0.37
12 H -0.27 -2.28 1.08  0.42
13 H -1.59 -0.76 1.59  0.34
14 H -0.71 0.67 1.53  0.40
15 H -2.51 0.93 0.01  0.29
16 H -2.62 -0.70 -0.68  0.37
17 H -1.38 1.72 -1.40  0.27
18 H -1.46 0.30 -2.20  0.23

=====

(b)
ORCA calculation (ωB97M-V/def2-TZVPD) on a gas-phase ion, C5H11N2 (charge +1).

Values from the calculation:
HOMO energy (alpha / beta)	-0.4919 / -0.4435	Eh
charge	+1

Last column: Mulliken charge in e.
CARTESIAN COORDINATES (ANGSTROEM)
1 C 1.09 0.65 -0.74  0.43
2 C 1.10 0.47 -1.98  -0.60
3 C 1.32 1.04 0.69  -0.51
4 C -0.79 -0.42 1.19  -0.52
5 C -1.27 -1.42 -0.92  -0.80
6 N -1.22 -0.32 -0.13  -0.32
7 N 0.01 0.88 1.49  -0.28
8 H 0.29 -0.03 -2.57  0.10
9 H 1.79 1.06 -2.68  0.27
10 H 1.95 0.31 1.14  0.31
11 H 1.78 2.05 0.76  0.35
12 H -1.68 -0.51 1.80  0.45
13 H -0.16 -1.19 1.60  0.41
14 H -1.28 -1.19 -2.06  0.25
15 H -0.35 -2.09 -0.70  0.36
16 H -2.08 -2.09 -0.61  0.33
17 H 0.15 1.02 2.44  0.34
18 H -0.63 1.76 1.28  0.43

=====

We find (a) to be the most stable, with the next structure 52.0 kcal/mol higher.

=====

(a)
ORCA calculation (ωB97M-V/def2-TZVPD) on 2 unconnected molecules or ions with the total composition C8H18N2Si.

Values from the calculation:
HOMO energy (alpha / beta)	-0.2872 / -0.2328	Eh
charge	0

Last column: Mulliken charge in e.
CARTESIAN COORDINATES (ANGSTROEM)
1 C 2.75 -2.69 -1.73  -0.69
2 C 2.74 -1.48 -1.17  -0.17
3 C -1.29 -0.51 1.54  0.78
4 C -0.55 0.56 1.49  -0.07
5 C -0.68 -1.86 1.53  -1.04
6 C -2.85 -0.47 1.84  -1.45
7 C -1.16 2.45 0.07  -0.73
8 C -0.86 2.00 1.40  -0.47
9 N 0.69 0.00 -2.93  -0.41
10 N 2.08 1.41 -1.05  -0.43
11 Si 1.46 -0.19 -1.40  0.01
12 H 3.47 -3.44 -1.64  0.31
13 H 1.87 -3.04 -2.12  0.24
14 H 3.80 -1.11 -0.92  0.28
15 H -0.16 -2.08 2.47  0.25
16 H 0.06 -1.98 0.68  0.00
17 H -1.41 -2.68 1.34  0.39
18 H -3.15 -0.01 0.97  0.33
19 H -3.24 -1.39 2.08  0.48
20 H -2.95 0.19 2.77  0.25
21 H -0.24 2.20 -0.54  0.03
22 H -2.03 2.11 -0.43  0.31
23 H -1.47 3.58 0.08  0.29
24 H -0.01 2.56 1.67  0.27
25 H -1.58 2.15 2.28  0.33
26 H -0.15 0.51 -2.76  0.22
27 H 0.56 -0.71 -3.66  0.23
28 H 2.30 2.18 -1.68  0.22
29 H 1.98 1.72 -0.15  0.24

=====

(b)
ORCA calculation (ωB97M-V/def2-TZVPD) on 2 unconnected molecules or ions with the total composition C8H18N2Si.

Values from the calculation:
HOMO energy (alpha / beta)	-0.2807 / -0.2355	Eh
charge	0

Last column: Mulliken charge in e.
CARTESIAN COORDINATES (ANGSTROEM)
1 C -3.40 0.34 -1.58  -0.34
2 C -0.42 2.99 -0.04  -0.83
3 C -2.45 -0.48 -1.94  -0.67
4 C 0.07 1.93 -0.80  -0.24
5 C 2.09 -1.81 0.00  -1.03
6 C 2.78 0.02 -1.53  -0.91
7 C -1.51 -1.29 1.33  -0.83
8 C 0.18 0.24 2.49  -1.17
9 N 1.89 -0.43 -0.48  0.29
10 N -0.38 -0.33 1.25  0.54
11 Si 0.26 0.15 -0.28  -0.31
12 H -4.50 -0.04 -1.72  0.19
13 H -3.26 1.31 -1.23  0.30
14 H -0.57 3.99 -0.50  0.27
15 H -0.87 2.74 0.89  0.28
16 H -2.43 -1.53 -2.24  0.34
17 H 0.42 2.18 -1.75  0.43
18 H 3.16 -1.97 0.16  0.33
19 H 1.60 -2.03 0.89  0.30
20 H 1.82 -2.39 -0.88  0.34
21 H 2.61 -0.37 -2.55  0.37
22 H 2.60 1.10 -1.76  0.24
23 H 3.77 -0.24 -1.35  0.36
24 H -1.94 -1.44 0.33  0.19
25 H -1.15 -2.17 1.92  0.30
26 H -2.48 -1.05 1.96  0.22
27 H 0.96 1.02 2.22  0.32
28 H -0.38 0.90 3.05  0.45
29 H 0.71 -0.49 3.18  0.28

=====

We find (a) to be the most stable, with the next structure 20.8 kcal/mol higher.